1.
C2H13NP5 as an isolated structure in a non-equilibrium geometry. Source: the OMol25 dataset; level of theory: the ωB97M-V functional and the def2-TZVPD basis.

Structure (ORCA input):
```
! RIJCOSX wB97M-V def2-TZVPD def2/J DEFGRID3
* xyz 1 1
C 2.086 0.867 -1.231
C 0.839 1.766 0.630
N 1.403 0.603 -0.046
P -4.205 -0.127 -0.410
P -1.256 -1.521 0.434
P 2.159 -2.367 -0.290
P -2.269 0.383 0.382
P 1.306 -0.718 0.841
H 2.475 -0.087 -1.629
H 1.396 1.387 -1.982
H 2.864 1.511 -0.927
H -0.191 1.304 0.905
H 1.463 2.089 1.461
H 0.803 2.522 -0.124
H -4.850 0.217 0.774
H -4.374 1.057 -0.944
H -1.315 -1.875 1.795
H -2.107 -2.467 0.144
H 3.409 -1.982 0.252
H 1.708 -3.086 0.826
H -1.344 0.523 -0.861
*
```

Results
Calculated total energy, hartree: -1845.14801
Molar mass, g/mol: 206.00
Relative energy (zero: lowest compared OMol25 entry of this formula, charge and spin), kcal per mole: 37.48


2.
C2H14B2KO2 as an isolated structure in a non-equilibrium geometry. Source: the OMol25 dataset; level of theory: the ωB97M-V functional and the def2-TZVPD basis.

Structure (ORCA input):
```
! RIJCOSX wB97M-V def2-TZVPD def2/J DEFGRID3
* xyz 0 2
K 2.714 10.204 -5.061
B 4.706 11.066 -2.913
H 4.546 11.270 -1.865
H 5.753 10.876 -3.087
H 4.119 10.195 -3.160
H 4.419 11.936 -3.482
B 1.863 7.588 -6.877
H 1.481 6.722 -6.358
H 1.389 8.492 -6.527
H 2.915 7.654 -6.647
H 1.826 7.399 -7.938
C 1.504 12.858 -1.833
C 2.421 14.045 -1.809
O 3.756 13.623 -1.426
O 1.748 11.708 -2.544
H 0.495 13.211 -2.044
H 1.462 12.492 -0.807
H 1.976 14.773 -1.130
H 2.543 14.474 -2.803
H 3.809 12.865 -2.013
H 2.659 11.475 -2.353
*
```

Results
Calculated total energy, hartree: -884.37479
Molar mass, g/mol: 130.85
Expectation value of S²: 0.753